{
  "formula": "C9H19B11Br6NO6P2RbTe",
  "method": "the ωB97M-V functional and the def2-TZVPD basis",
  "elements": ["Rb", "N", "C", "C", "P", "O", "O", "O", "P", "O", "O", "O", "H", "H", "H", "H", "H", "H", "H", "H", "Br", "B", "B", "C", "B", "B", "B", "B", "B", "Br", "B", "Br", "B", "Br", "B", "Br", "B", "Br", "H", "H", "H", "H", "H", "H", "Te", "C", "C", "C", "C", "C", "C", "H", "H", "H", "H", "H"],
  "xyz": [[1.1378, 0.0220, 2.3658], [3.6011, 1.9637, -1.0731], [2.4303, 1.0960, -1.5444], [2.3237, 1.0941, -3.0613], [2.7943, -0.5417, -0.7906], [3.4774, -1.3111, -2.0215], [3.7359, -0.2904, 0.3354], [1.5251, -1.2851, -0.4241], [0.9367, 1.8544, -0.7110], [0.9174, 3.2779, -1.4891], [-0.2433, 1.0386, -1.0591], [1.4186, 2.1178, 0.6744], [4.0537, 1.4297, -0.3033], [3.2571, 2.8421, -0.6767], [4.2662, 2.1510, -1.8202], [3.2191, 0.6860, -3.5314], [2.1405, 2.1033, -3.4303], [1.4782, 0.4707, -3.3505], [3.8698, -2.1556, -1.7592], [0.1748, 3.3244, -2.1049], [-2.0461, 0.9328, 2.1229], [-3.0722, -0.4005, 3.1468], [-4.7909, -0.6160, 2.7846], [-5.4838, -1.0398, 4.2704], [-4.2966, 0.1671, 4.2952], [-4.4387, -1.0203, 5.6039], [-5.0234, -2.5445, 4.8994], [-5.2375, -2.2932, 3.1562], [-3.6551, -1.9279, 2.4469], [-3.4226, -2.4782, 0.5625], [-3.7971, -3.1308, 3.7536], [-3.4961, -5.0269, 3.4085], [-3.3091, -2.3409, 5.2837], [-2.4652, -3.3384, 6.7266], [-2.8493, -0.6522, 4.8987], [-1.4546, 0.2967, 5.8899], [-2.4446, -1.9636, 3.7616], [-0.6001, -2.6288, 3.6128], [-5.3906, -0.0115, 1.9650], [-6.5025, -0.7266, 4.4382], [-4.5734, 1.3004, 4.4795], [-4.8115, -0.6783, 6.6701], [-5.7847, -3.2231, 5.4935], [-6.1367, -2.7987, 2.5804], [-0.5287, -1.7185, -0.3768], [0.0131, -3.7667, -0.3385], [0.9299, -4.2179, -1.2893], [1.3273, -5.5465, -1.3053], [0.7862, -6.4443, -0.3917], [-0.1461, -6.0038, 0.5340], [-0.5278, -4.6678, 0.5688], [1.3278, -3.5314, -2.0281], [2.0423, -5.8881, -2.0435], [1.0869, -7.4842, -0.4105], [-0.5797, -6.6946, 1.2463], [-1.2463, -4.3448, 1.3087]],
  "atomic_forces_ev_per_a": [[0.19, -0.11, 0.36], [-0.07, 0.01, 0.01], [0.05, 0.05, 0.01], [0.04, 0.02, 0.04], [0.09, -0.13, -0.08], [0.03, -0.02, 0.08], [-0.05, 0.03, -0.05], [0.07, 0.04, 0.01], [0.16, 0.23, -0.06], [-0.09, -0.01, 0.00], [-0.14, -0.08, -0.01], [0.08, 0.03, -0.14], [0.00, -0.06, 0.00], [-0.04, 0.02, -0.06], [0.02, -0.02, -0.01], [0.00, -0.01, -0.01], [0.00, 0.00, -0.01], [0.00, 0.00, 0.00], [-0.02, 0.05, -0.02], [0.04, 0.00, 0.04], [-0.19, -0.13, 0.05], [0.01, 0.10, -0.06], [0.00, 0.02, -0.04], [-0.03, 0.00, -0.02], [0.01, 0.08, -0.01], [0.02, -0.01, 0.01], [0.04, -0.02, -0.03], [0.01, 0.00, 0.00], [-0.11, 0.02, 0.05], [0.21, 0.01, -0.11], [-0.04, -0.05, 0.02], [-0.02, 0.02, 0.02], [0.02, -0.03, 0.04], [-0.02, 0.03, -0.03], [0.00, 0.01, 0.05], [-0.04, -0.03, -0.07], [0.07, -0.07, -0.01], [-0.14, 0.09, -0.12], [0.03, -0.03, 0.06], [-0.01, 0.00, 0.00], [0.02, -0.06, 0.00], [0.02, -0.01, -0.04], [0.03, 0.03, -0.02], [0.05, 0.02, 0.04], [-0.31, -0.15, 0.07], [0.08, 0.02, -0.11], [-0.02, -0.01, -0.02], [-0.04, 0.01, 0.04], [0.02, 0.04, -0.02], [-0.01, -0.01, 0.00], [-0.01, 0.01, 0.09], [0.00, 0.00, 0.00], [0.00, 0.01, 0.00], [-0.01, 0.01, 0.00], [0.00, 0.01, -0.01], [0.00, 0.00, 0.02]],
  "nbo_charge": [0.94, -0.70, -0.64, -0.64, 2.41, -1.00, -1.14, -1.17, 2.39, -1.02, -1.14, -1.19, 0.48, 0.45, 0.42, 0.22, 0.23, 0.26, 0.52, 0.52, -0.06, -0.06, -0.11, -0.54, -0.08, -0.09, -0.09, -0.07, -0.10, 0.01, -0.08, -0.03, -0.11, -0.02, -0.11, -0.04, -0.04, -0.06, 0.11, 0.32, 0.10, 0.11, 0.11, 0.10, 0.94, -0.35, -0.18, -0.24, -0.21, -0.19, -0.23, 0.20, 0.21, 0.22, 0.22, 0.24],
  "spin_multiplicity": 1,
  "e_lumo_ev": -0.6,
  "total_energy_ev": -477656.2600,
  "charge": 0
}



{
  "formula": "C20H43MnN2OP3S",
  "method": "the ωB97M-V functional and the def2-TZVPD basis",
  "elements": ["Mn", "P", "P", "P", "H", "C", "C", "H", "C", "C", "C", "C", "C", "C", "C", "C", "C", "H", "H", "H", "H", "H", "H", "H", "H", "H", "H", "H", "H", "H", "H", "H", "H", "H", "H", "H", "H", "H", "H", "H", "H", "H", "H", "H", "H", "H", "C", "C", "C", "C", "C", "C", "O", "H", "H", "H", "H", "H", "H", "S", "C", "N", "C", "C", "N", "H", "H", "H", "H", "H", "H"],
  "xyz": [[-0.2510, -0.0738, 0.1602], [-1.6025, -2.0968, -0.2903], [1.5865, -1.1601, 0.8856], [-0.0436, -0.0399, -2.1751], [-1.0399, 2.4100, 0.9670], [-1.1698, 1.9140, 0.0038], [-2.2135, 0.9256, -0.1186], [-2.8509, 0.7013, 0.7414], [-2.7420, -2.8103, 0.9634], [-0.6787, -3.6260, -0.7239], [-2.8517, -2.0412, -1.6441], [2.4964, 0.0823, 1.9055], [1.2847, -2.5112, 2.0918], [2.7093, -2.0117, -0.2802], [-1.4081, 0.6673, -3.2029], [0.4155, -1.4767, -3.2105], [1.3047, 1.1391, -2.4615], [-0.9291, 2.5566, -0.8440], [-2.7155, 0.7789, -1.0755], [-3.5686, -2.1082, 1.1429], [-2.2339, -3.0448, 1.9086], [-3.1599, -3.7371, 0.5407], [0.0301, -3.9163, 0.0592], [-0.1445, -3.5298, -1.6761], [-1.4346, -4.4171, -0.8198], [-3.5323, -1.1924, -1.5006], [-3.4388, -2.9684, -1.5727], [-2.4040, -1.9927, -2.6438], [3.5473, 0.0525, 1.5655], [2.4295, -0.2155, 2.9761], [2.0952, 1.1171, 1.8042], [2.2283, -3.0474, 2.2682], [0.5360, -3.2285, 1.7381], [0.9253, -2.0855, 3.0354], [3.5845, -2.3793, 0.2706], [3.0494, -1.3549, -1.0882], [2.2183, -2.8763, -0.7482], [-1.0167, 0.8797, -4.2085], [-1.7879, 1.6013, -2.7716], [-2.2422, -0.0404, -3.2953], [0.7481, -1.0724, -4.1763], [-0.4429, -2.1343, -3.3908], [1.2321, -2.0527, -2.7604], [1.2965, 1.4182, -3.5217], [2.2863, 0.7168, -2.2010], [1.1416, 2.0204, -1.8319], [3.2580, 3.4653, -0.7726], [4.5192, 3.8149, -0.2371], [5.1244, 5.0057, -0.6571], [4.5124, 5.7705, -1.6789], [3.4179, 5.2500, -2.3927], [2.8122, 4.0672, -1.9668], [2.3910, 2.5886, -0.1107], [2.8434, 1.7040, -0.0141], [4.9932, 3.1663, 0.5033], [6.0592, 5.3500, -0.1889], [4.9020, 6.7577, -1.9558], [3.0570, 5.7438, -3.3037], [2.0318, 3.5985, -2.5608], [-0.7852, 0.1034, 2.5065], [-2.2884, -0.4899, 3.1058], [-3.4946, 0.0850, 2.9201], [-4.5413, -0.5035, 3.7409], [-3.8259, -1.6614, 4.4390], [-2.4622, -1.5432, 3.9302], [-3.6181, 0.9495, 2.4128], [-5.3807, -0.8602, 3.1277], [-4.9423, 0.2427, 4.4385], [-4.2895, -2.6232, 4.1673], [-3.8375, -1.5697, 5.5362], [-1.6988, -2.1514, 4.2161]],
  "atomic_forces_ev_per_a": [[-2.39, 0.32, 0.66], [-0.68, -1.40, -0.40], [0.76, -2.09, 0.95], [-0.03, 0.01, -1.92], [0.34, -0.45, -0.08], [-3.03, -1.16, -0.28], [0.89, 2.60, 0.09], [0.62, -0.24, -0.43], [0.19, 0.53, 0.64], [0.34, 0.28, -0.09], [0.21, 0.44, -0.17], [0.11, 0.23, -0.17], [-0.10, -0.01, 0.20], [0.23, 0.37, -0.23], [-0.09, 0.11, 0.45], [0.16, -0.12, 0.29], [0.15, 0.14, 0.19], [0.28, -0.58, -0.14], [0.43, -0.09, 0.21], [0.21, -0.22, 0.05], [-0.20, 0.06, -0.35], [0.25, 0.34, 0.03], [-0.23, 0.00, -0.29], [-0.15, -0.08, 0.29], [0.20, 0.17, -0.03], [0.10, -0.27, -0.10], [0.23, 0.24, -0.01], [-0.19, -0.05, 0.32], [-0.28, 0.12, 0.36], [0.12, 0.22, -0.77], [0.24, -0.69, 0.19], [-0.22, 0.15, -0.05], [0.28, 0.21, 0.09], [0.18, -0.09, -0.26], [-0.14, 0.10, -0.10], [0.04, -0.07, 0.14], [-0.03, 0.23, 0.30], [0.02, -0.14, 0.30], [0.11, -0.16, -0.22], [0.30, 0.26, 0.00], [-0.06, -0.10, 0.20], [0.26, 0.18, 0.03], [-0.15, 0.11, -0.21], [0.08, -0.07, 0.15], [-0.28, 0.01, -0.18], [-0.07, -0.34, -0.35], [-0.85, -0.54, 0.49], [1.22, 1.03, 0.12], [-0.01, -1.44, 0.96], [0.46, 0.75, 0.08], [-1.42, -1.56, -0.52], [0.16, 1.55, -0.83], [2.00, -0.35, -1.24], [-0.27, 1.37, 0.34], [-0.22, 0.43, 0.04], [-0.53, -0.21, -0.26], [-0.01, -0.42, 0.15], [0.20, -0.14, 0.46], [0.00, 0.46, 0.32], [0.73, -0.17, 0.11], [-2.30, -0.86, 0.86], [1.42, 0.10, -0.46], [-1.10, 0.12, 0.19], [-0.50, -0.46, 0.59], [1.34, 0.76, -0.78], [0.03, 0.02, 0.41], [0.29, 0.18, 0.08], [0.18, -0.18, -0.14], [0.41, 0.25, 0.12], [0.05, -0.05, -0.42], [-0.25, 0.36, 0.03]],
  "lowdin_spin": [2.53, -0.15, -0.05, -0.05, 0.00, -0.08, -0.05, 0.00, -0.02, -0.02, -0.03, -0.01, 0.00, 0.00, -0.01, 0.00, 0.00, 0.00, 0.00, 0.00, 0.00, -0.01, 0.00, 0.00, 0.00, 0.00, -0.01, 0.00, 0.00, 0.00, 0.00, 0.00, 0.00, 0.00, 0.00, 0.00, 0.00, 0.00, 0.00, 0.00, 0.00, 0.00, 0.00, 0.00, 0.00, 0.00, 0.26, 0.07, 0.07, 0.33, 0.10, 0.06, 0.09, 0.01, 0.00, 0.00, 0.01, 0.00, 0.00, -0.01, 0.00, 0.00, 0.00, 0.00, 0.00, 0.00, 0.00, 0.00, 0.00, 0.00, 0.00],
  "spin_multiplicity": 4,
  "e_lumo_ev": [-14.2, -14.3],
  "s2": 4.11,
  "total_energy_ev": -96445.3982,
  "charge": 4
}